77
Properties=species:S:1:pos:R:3 method="wB97M-V/def2-TZVPD" total_energy_ha=-1620.62880 spin_multiplicity=5 total_charge=-1 s2=6.024
Ir 0.0000 0.0000 0.0000
N 0.3186 -2.9031 2.3828
N -2.0065 -0.2053 0.9303
N -4.1497 -0.2928 1.7066
N 0.2401 -2.1753 -1.2509
N -0.2097 -1.0621 -3.0484
C -3.3344 0.2222 0.7597
C 0.3399 1.4524 -5.7414
C -0.1561 1.9716 0.6372
C -0.4461 0.0155 -3.9669
C -0.8615 2.1799 -5.7126
C 2.9646 0.7055 -1.0936
C 0.5535 -2.0147 0.1731
C 0.5723 0.3668 -4.8798
C -2.7352 0.3601 -2.9022
C 1.8052 1.0246 -0.1933
C -0.0924 0.9696 3.0835
C 0.6833 1.8869 -0.5234
C -1.3877 2.8215 0.7754
C -2.1173 -0.9130 2.0825
C -0.0385 -2.4126 -3.4154
C 0.5035 2.6532 -1.8022
C 0.2512 -3.1169 -2.2748
C -1.5743 -4.2313 3.0982
C 1.6467 0.5956 1.1718
C 0.4291 1.1506 1.6865
C -1.6686 0.7186 -3.9061
C -0.0429 -0.9287 -1.6930
C -1.8490 1.7959 -4.7890
C -4.0426 1.1875 -0.1635
C 2.5932 -0.2674 1.9569
C -1.4289 -3.4727 0.8114
C 1.8873 -0.3778 -4.9229
C -0.2056 -2.8376 1.1335
C -0.3576 -3.5733 3.3253
C -2.1137 -4.1749 1.8037
C -3.3937 -0.9886 2.5345
C -1.0978 3.3314 -6.6635
H -1.8348 -3.3937 -0.2018
H 0.3497 1.7137 3.7748
H -2.1351 2.3502 1.4343
H 3.8222 1.3789 -0.9011
H -2.0791 -4.7684 3.9073
H 0.4444 -4.1768 -2.1199
H -4.6467 1.8617 0.4814
H -2.8183 -0.7308 -2.7658
H -3.4945 1.9322 -0.7284
H -1.8652 2.9958 -0.2029
H -5.1769 -0.1322 1.8176
H -2.7929 2.3528 -4.7487
H 1.0075 3.6381 -1.7437
H -1.1314 3.8083 1.2062
H -0.1553 -2.7356 -4.4479
H 0.9244 2.1122 -2.6642
H 1.1290 1.7448 -6.4443
H -1.1880 1.0858 3.1206
H 1.6373 -2.0874 0.3438
H 2.0557 -1.0794 2.4774
H -1.7055 3.0072 -7.5296
H 2.2206 -0.6655 -3.9124
H -1.6444 4.1535 -6.1705
H 0.1025 -3.5919 4.3237
H 2.6836 0.8216 -2.1527
H -0.5614 2.8344 -2.0184
H -3.7428 -1.4888 3.4283
H 3.3535 -0.7269 1.3040
H -1.3334 -1.3371 2.6283
H -3.0633 -4.6704 1.5728
H 1.8069 -1.3098 -5.5124
H 0.1514 -0.0363 3.4623
H 3.1275 0.3434 2.7092
H 3.3174 -0.3302 -0.9508
H -3.7147 0.7573 -3.2138
H -0.1478 3.7315 -7.0552
H -2.4880 0.7785 -1.9111
H 2.6684 0.2440 -5.3897
H -4.7597 0.6362 -0.8069

---

79
Properties=species:S:1:pos:R:3 method="wB97M-V/def2-TZVPD" smiles="CCO[C@H]1OC(C(=O)N2CCN(Cc3ccccc3)CC2)=C[C@@H](c2cn(C(C)=O)c3ccccc23)[C@@H]1CCCO" relative_energy_ev=0.245
O -4.9069 -4.5007 0.9775
O 0.5537 1.3989 -0.6643
O -5.9113 2.4439 0.6551
O 1.4323 -0.9039 -3.1248
O -0.2614 2.9933 0.7155
N -3.8389 -2.6722 0.1719
N 2.7091 -0.3898 -1.3502
N 5.1977 0.9712 -0.9137
C -7.1552 -1.4817 -1.0135
C -5.1218 2.3071 1.8110
C 5.8527 -3.4247 1.6172
C 6.3197 0.4737 -0.1386
C -4.4800 -0.7986 -0.9382
C 6.3988 -3.2925 0.3518
C 6.5612 -2.0365 -0.2062
C 1.5450 -0.3721 -2.0292
C -6.7149 -0.2896 -1.5846
C -3.8507 1.4898 1.5694
C -2.1338 0.3630 -1.1155
C -0.5983 2.1655 -0.3400
C -3.8729 -3.9014 0.8052
C 6.1758 -0.8953 0.4878
C 3.9063 -0.8705 -2.0115
C 0.6822 4.0075 0.3992
C -4.9380 -2.0058 -0.3690
C -5.3803 0.0629 -1.5567
C 3.0013 0.1482 -0.0432
C -3.0602 -0.7412 -0.7125
C -6.2778 -2.3580 -0.4015
C -1.7868 1.2837 0.0717
C 5.4803 -2.2943 2.3246
C 0.3394 0.2748 -1.4135
C -2.9627 2.1576 0.5210
C -2.7228 -1.8781 -0.0560
C -0.8706 -0.2108 -1.6865
C 5.6438 -1.0395 1.7641
C -2.5340 -4.4282 1.2599
C 3.9923 1.3169 -0.1965
C 4.8959 0.2974 -2.1576
C 0.8492 4.8977 1.6184
H -0.1026 5.3501 1.8821
H -4.8652 3.3262 2.1101
H 6.7022 -4.1694 -0.2011
H 7.1850 0.4714 -0.8091
H -5.0443 0.9849 -2.0064
H 6.9966 -1.9406 -1.1911
H -7.4303 0.3670 -2.0569
H 6.5075 1.2108 0.6486
H 3.4530 -0.6501 0.5577
H -5.7063 1.8438 2.6200
H 3.6205 -1.2548 -2.9914
H 0.3140 4.5887 -0.4596
H 5.3602 -0.1606 2.3266
H 5.0651 -2.3895 3.3175
H -3.3075 1.3945 2.5107
H 5.8236 -0.0539 -2.6107
H -3.5749 2.4256 -0.3421
H -2.6888 -5.4008 1.7191
H 1.5716 5.6806 1.4066
H -2.6341 0.9607 -1.8882
H 4.3429 -1.6773 -1.4143
H 2.0954 0.4943 0.4463
H -1.8584 -4.5345 0.4139
H 5.7260 -4.4042 2.0538
H -1.7478 -2.1804 0.2689
H 4.2570 1.7142 0.7844
H -2.0874 -3.7566 1.9900
H 4.4447 1.0396 -2.8275
H -2.5658 3.0801 0.9470
H -1.4451 0.6736 0.9141
H -0.8673 2.7639 -1.2359
H 1.1964 4.3073 2.4614
H -4.1370 0.4891 1.2407
H 3.4886 2.1070 -0.7671
H 1.6396 3.5494 0.1214
H -8.2051 -1.7291 -1.0524
H -6.1122 1.5640 0.3110
H -6.6196 -3.2814 0.0344
H -0.9476 -1.0710 -2.3303

---

84
Properties=species:S:1:pos:R:3 method="wB97M-V/def2-TZVPD" total_energy_ha=-3559.27466 spin_multiplicity=3 total_charge=-1 s2=2.006
Ti -12.2802 5.8316 9.8498
S -11.3893 2.6889 11.1384
S -9.1301 5.6048 10.4628
O -10.3945 6.3586 10.6666
O -10.7518 1.8530 10.1615
O -7.9442 6.4089 10.6147
O -12.2983 2.1269 12.1158
O -11.8768 3.9260 10.5383
O -9.1888 4.7883 9.2845
N -13.7125 6.4308 11.3570
N -12.0486 11.7432 7.3233
N -12.2054 8.0378 9.1660
N -14.1318 6.0001 8.7098
C -12.8698 7.5690 13.3982
C -13.6806 6.9256 5.3004
C -12.6630 9.8751 12.2200
C -16.3992 4.1822 13.5922
C -14.2199 5.5271 13.5358
C -13.7251 5.7053 6.2177
C -14.9106 6.5548 10.8687
C -13.2609 8.8385 9.0746
C -10.0819 3.4118 12.1995
C -13.2739 10.0737 8.4735
C -9.1512 4.4445 11.9356
C -12.3035 5.3148 6.5399
C -13.3433 6.5313 15.5438
C -10.1424 2.9705 13.5041
C -9.3949 3.4654 14.5289
C -14.5457 6.0962 7.4172
C -12.6834 7.4794 14.7895
C -11.1114 8.4339 8.5443
C -10.9045 9.7059 7.9718
C -15.1876 6.3506 9.4821
C -14.9200 4.2484 13.0599
C -16.2642 6.7579 8.6981
C -8.3993 4.3585 14.2297
C -14.8560 3.7609 11.6003
C -12.0356 8.5082 12.5539
C -10.5942 8.5664 13.0991
C -12.0614 10.4828 7.9440
C -14.3559 4.5044 5.4862
C -13.6422 6.5443 12.7760
C -14.0646 5.5501 14.9115
C -8.2791 4.8405 12.9215
C -15.8412 6.6136 7.3964
H -10.3107 7.6864 8.4814
H -14.6995 7.1755 4.9227
H -13.2908 7.7860 5.8598
H -14.2199 8.4625 9.4975
H -12.2415 4.4825 7.2831
H -14.4126 3.5138 13.6633
H -9.9535 9.9731 7.6046
H -16.4810 3.6938 14.5773
H -11.6810 6.1343 6.8731
H -15.7263 4.1645 11.0533
H -14.8475 2.6738 11.5848
H -15.3710 4.6896 5.1553
H -10.9959 2.3389 13.7974
H -17.2121 7.1612 9.0848
H -11.1144 12.1204 7.1182
H -14.1942 10.6610 8.4142
H -13.7235 9.8342 12.0898
H -10.5213 9.1547 14.0242
H -11.8539 4.9119 5.6220
H -12.6325 12.3985 7.8304
H -9.6112 3.1632 15.5603
H -10.2702 7.5374 13.3470
H -11.9082 7.9692 11.5756
H -14.4694 4.7888 15.5537
H -15.7455 6.7277 11.5239
H -13.1909 6.4430 16.6017
H -16.4050 6.8897 6.5296
H -17.0185 3.6432 12.8693
H -12.4011 10.5751 12.9776
H -13.9375 4.0833 11.0914
H -12.2136 10.2725 11.2753
H -9.9360 9.0410 12.3551
H -14.4108 3.6898 6.2139
H -13.7164 4.1904 4.6793
H -7.8033 4.8180 15.0029
H -12.0598 8.2003 15.3271
H -13.0547 6.8238 4.4588
H -7.5254 5.5559 12.7175
H -16.7969 5.1842 13.6848

---

82
Properties=species:S:1:pos:R:3 method="wB97M-V/def2-TZVPD" total_charge=+1 relative_energy_ev=0.000
Tl 0.2665 0.6829 1.0067
Te 2.9124 0.6429 0.3720
Te 3.2532 1.3250 2.9794
Te -0.7215 2.4867 2.7189
Te 1.7744 3.5751 3.0263
P -0.0775 2.9783 -1.5512
P -1.2166 -1.0251 -0.4158
P 0.1706 -1.7741 2.5937
O 1.0772 3.7059 -0.7185
O 0.1454 3.4729 -3.0956
O -1.3216 3.9585 -1.2010
C -0.2689 -2.8623 6.5053
C 1.2509 -3.1917 2.2530
C 0.0820 -1.7217 4.4107
C 1.4740 -0.9692 -3.4441
C 3.0240 -5.2735 1.7250
C -0.0793 -1.6643 7.1849
C 0.7762 -4.4862 2.0488
C -0.1849 -2.8917 5.1244
C -4.6607 0.6240 -1.7383
C 2.0885 -2.8248 -2.0518
C -4.0397 -1.0526 -3.3529
C -2.8963 -1.3421 -2.6273
C -3.5156 0.3416 -1.0102
C 0.9864 -2.5868 -1.2426
C -1.5093 -2.3124 2.1028
C -4.9187 -0.0720 -2.9107
C 0.1227 -1.5338 -1.5267
C 2.6226 -2.9529 2.1944
C 1.2865 5.1379 -0.7410
C 2.3745 2.5686 -3.6017
C 1.6596 -5.5217 1.7826
C 3.5051 -3.9887 1.9362
C -2.5712 3.7233 -1.8723
C -2.6329 -0.6423 -1.4518
C 2.7661 5.4028 -0.6074
C 0.1974 -0.5034 6.4830
C 2.3370 -2.0173 -3.1504
C 0.9141 2.6520 -3.9879
C -1.6811 -2.5060 0.5939
C 0.3747 -0.7266 -2.6387
C 0.2800 -0.5304 5.0981
C -2.8592 4.8359 -2.8526
H 0.3525 0.4274 7.0118
H 1.2830 -6.5238 1.6262
H 4.5680 -3.7916 1.8947
H 0.4563 1.6595 -4.0394
H 2.9568 6.4761 -0.6168
H -2.7334 -2.7023 0.3768
H -0.4748 -3.7719 7.0527
H 3.3142 4.9497 -1.4333
H 2.8052 3.5676 -3.5328
H -3.3008 0.8914 -0.1000
H -0.2846 -4.7016 2.0963
H 0.5016 0.3784 4.5551
H 2.9284 2.0101 -4.3576
H -3.8239 4.6727 -3.3351
H -0.2927 0.0940 -2.8720
H -2.2083 -2.1004 -2.9801
H 0.8881 5.5412 -1.6730
H -4.2470 -1.5920 -4.2670
H 0.8357 -3.2274 -0.3859
H 0.7992 3.1164 -4.9667
H -2.8916 5.7974 -2.3415
H 2.9990 -1.9476 2.3419
H 3.1462 4.9888 0.3255
H 3.7121 -6.0827 1.5199
H 3.1960 -2.2030 -3.7809
H -1.1217 -3.3638 0.2185
H -5.3449 1.3886 -1.3956
H -3.3360 3.6689 -1.0948
H -0.1426 -1.6429 8.2647
H -2.1628 -1.5033 2.4479
H -1.8313 -3.2037 2.6465
H -5.8078 0.1500 -3.4855
H 1.6582 -0.3416 -4.3062
H -0.3111 -3.8335 4.6029
H 2.7529 -3.6442 -1.8118
H 2.5140 2.0702 -2.6405
H -2.5482 2.7538 -2.3829
H -2.0877 4.8746 -3.6196
H 0.7163 5.5595 0.0883

---

87
Properties=species:S:1:pos:R:3 method="wB97M-V/def2-TZVPD" total_energy_ha=-3024.26433 total_charge=+1
Pb 10.7472 7.6997 11.7896
S 9.0829 4.7010 11.2329
P 10.1651 7.0143 14.7355
F 11.5011 9.5113 10.0220
F 12.9421 7.7103 9.6287
F 10.7789 7.5355 9.1649
F 11.9860 8.9653 7.9166
O 10.4160 4.4906 10.7964
O 8.5236 3.8839 12.3030
N 4.9570 5.4796 7.1034
N 8.4644 8.4301 11.8276
N 13.1701 7.9853 14.5986
N 9.0515 6.2884 11.7179
N 6.6971 6.8568 11.9408
C 13.9820 9.8406 12.5721
C 12.0065 6.8908 18.5080
C 11.7017 6.5632 19.8679
C 11.0983 6.6974 17.4614
C 8.1696 7.6656 16.7033
C 17.3948 6.5296 11.3098
C 8.0128 4.6291 9.9130
C 6.2925 9.1495 12.4536
C 9.3347 4.4017 15.9566
C 12.7775 7.6080 15.7982
C 8.9087 9.4985 15.0999
C 16.3349 6.9877 12.1909
C 7.9691 7.1026 11.7934
C 13.2954 7.4070 18.2328
C 11.4343 7.1472 16.1204
C 15.5729 8.1701 11.9028
C 5.8818 7.8730 12.2499
C 8.2108 5.4308 8.7743
C 13.6659 7.7815 16.9417
C 6.7850 4.0191 10.0387
C 15.0502 6.5103 14.1804
C 7.2557 5.6044 7.8558
C 7.6124 9.3923 12.1387
C 9.6953 5.2346 14.7588
C 14.5854 8.5655 12.7574
C 14.1772 7.7244 13.9114
C 5.9860 4.9788 7.9308
C 14.6260 5.5727 15.2561
C 8.6247 7.9957 15.2892
C 16.0678 6.2313 13.3730
C 5.7467 4.1707 9.0324
C 10.8468 4.4888 14.0399
B 11.8467 8.4322 9.0993
H 11.8339 4.4763 14.5418
H 5.6670 10.0393 12.5921
H 9.2070 5.9207 8.7705
H 13.7300 10.1321 11.6008
H 15.8037 8.7935 11.0732
H 14.5973 8.2439 16.6328
H 7.9697 7.5765 14.5731
H 4.8348 7.5857 12.4032
H 10.1431 6.2138 17.6007
H 16.5882 5.3287 13.5782
H 17.6088 7.0848 10.3888
H 7.8642 6.6076 16.8341
H 14.0051 7.5831 19.0158
H 8.8593 3.5094 15.5304
H 4.0870 5.0011 7.1485
H 11.4620 7.5091 20.3840
H 9.5527 9.8111 15.9189
H 7.9405 10.0232 15.3635
H 10.1374 4.1272 16.6254
H 10.8544 5.9704 20.0507
H 4.8129 3.6229 9.2163
H 14.9858 4.6317 15.0821
H 7.4884 6.3016 7.0998
H 8.8216 5.3002 14.0587
H 7.2616 8.2923 16.8876
H 13.0395 9.7566 13.1014
H 9.1028 9.7805 14.0582
H 17.0580 5.4971 11.0125
H 5.2356 5.6814 6.1578
H 8.0322 10.4448 11.9884
H 8.9630 7.9452 17.4821
H 6.5717 3.4346 10.9169
H 11.0506 4.8434 13.0391
H 18.2122 6.3874 11.9844
H 12.5717 6.1431 20.3863
H 14.9170 5.8986 16.2741
H 13.5253 5.4959 15.2706
H 10.5295 3.4717 13.9391
H 8.5193 4.8848 16.5451
H 14.5584 10.6665 13.0900

---

83
Properties=species:S:1:pos:R:3 method="wB97M-V/def2-TZVPD" spin_multiplicity=6 total_charge=+1 s2=8.769 relative_energy_ev=0.095
Ru -0.8210 -0.2742 0.0196
Se 2.1272 0.2329 -0.1066
Se -0.2556 -1.0141 -2.3892
S -0.7043 2.1918 -0.2804
S -0.1213 -2.0587 1.5597
P 1.8667 -0.9681 -1.8565
N 2.2644 -1.8567 2.8240
N 1.0867 -0.0290 2.9962
N 0.5092 2.3415 2.2174
N 1.0174 3.9482 0.8332
C 3.9023 1.4447 -4.4254
C 2.8062 -0.3516 -3.2668
C 3.0448 -1.1982 -4.3491
C -3.2527 -3.2382 1.4238
C 3.7111 -0.7189 -5.4635
C 1.2961 3.2567 2.8895
C 0.3272 2.7970 0.9655
C -3.7028 1.6931 -1.6278
C -3.0390 -3.2857 -1.5402
C -3.6846 1.7372 1.3557
C 4.3591 -4.0887 -1.1870
C -3.4527 0.4629 0.5852
C 1.6196 4.2507 2.0372
C -3.2255 -1.9723 0.6138
C 3.0077 -0.9706 3.5691
C -3.2293 -1.9954 -0.7858
C -3.5113 0.4317 -0.8263
C 4.1403 0.6023 -5.5010
C 1.6126 -3.7387 -1.4531
C 1.0926 4.7783 -0.3587
C 2.2734 0.1576 3.6745
C -3.6903 -0.8589 -2.9842
C -3.3034 -0.7525 2.8007
C 3.4997 -5.1748 -1.0516
C 3.8466 -2.8309 -1.4501
C -3.4428 -0.7995 -1.4992
C 3.2323 0.9710 -3.3067
C -3.2982 -0.7401 1.2973
C 1.1037 -1.2670 2.4858
C 2.6991 -3.1777 2.3955
C 2.4679 -2.6536 -1.5862
C 2.1311 -4.9998 -1.1844
B -0.0510 1.0368 2.8633
H 2.3413 -3.9417 3.0839
H 1.4640 -5.8459 -1.0848
H 0.5450 -3.5988 -1.5655
H 3.0441 1.6210 -2.4614
H -3.2720 -4.1308 0.8080
H 0.4878 5.6746 -0.2317
H -2.5726 -3.1064 -2.5064
H -4.2630 -1.1240 3.1713
H -2.3945 -3.9712 -0.9944
H 2.5014 1.0752 4.1833
H 4.5170 -1.9859 -1.5573
H -3.2040 1.6224 -2.5927
H -4.7633 1.8817 -1.8153
H -2.4040 -3.3083 2.1050
H 3.8996 -1.3753 -6.3024
H -3.9898 -3.7952 -1.7189
H 3.7854 -3.1879 2.3631
H 2.1301 5.0540 -0.5345
H 1.5368 3.1310 3.9295
H -3.2934 2.5601 -1.1194
H -2.7747 -0.7513 -3.5730
H 5.4282 -4.2268 -1.0934
H 4.2401 2.4720 -4.4552
H -4.1534 -3.2486 2.0420
H -3.9508 2.5661 0.7102
H -2.8024 2.0281 1.9283
H -0.4894 1.2921 3.9537
H 3.9021 -6.1588 -0.8494
H -0.9112 0.6074 2.1300
H -4.1436 -1.8073 -3.2631
H -4.3682 -0.0698 -3.2993
H 4.6644 0.9733 -6.3719
H 2.2085 5.1403 2.1702
H 2.3094 -3.3708 1.3989
H 3.9793 -1.2238 3.9532
H -4.5032 1.5958 2.0628
H -2.5250 -1.4115 3.1853
H 0.7218 4.2076 -1.2045
H 2.7162 -2.2304 -4.3205
H -3.1360 0.2320 3.2246